Entry 1:
Entry from OMol25: an isolated molecule of CH2N2O4 at a distorted geometry (wB97M-V/def2-TZVPD).

The geometry in XYZ format:
```
9
Properties=species:S:1:pos:R:3:forces:R:3
N 1.726 -0.084 0.127 1.43 -0.92 0.56
C 0.525 0.465 -0.003 -0.10 2.15 -0.40
O 0.260 1.623 0.026 -0.45 0.52 0.03
O -0.371 -0.585 -0.244 0.53 -0.14 -0.14
N -1.753 -0.312 -0.228 -0.43 -0.28 0.64
O -2.159 0.764 -0.447 0.08 1.36 -0.60
O -2.353 -1.291 0.046 -0.58 -1.32 0.16
H 2.607 0.470 0.358 -2.21 -1.31 -0.31
H 1.517 -1.051 0.366 1.73 -0.06 0.07
```
Forces are in eV/Å.

For the calculated total energy, the calculation gives -12235.6047 eV. For the relative energy (zero: lowest compared OMol25 entry of this formula, charge and spin), the calculation gives 1.046 eV.

Charge distribution, Mulliken scheme, values in e: N -0.40; C 0.60; O -0.48; O -0.29; N 1.04; O -0.47; O -0.53; H 0.28; H 0.26

***

Entry 2:
Entry from OMol25: a 2-piece molecular cluster, CH2N2OS overall at a distorted geometry (wB97M-V/def2-TZVPD).

The geometry in XYZ format:
```
7
Properties=species:S:1:pos:R:3:forces:R:3
C 1.498 1.042 -0.271 -5.72 -0.94 1.75
N -0.990 -0.115 0.685 0.34 -1.48 -0.26
N 0.423 1.157 0.342 0.80 -0.18 -0.45
O -0.965 -1.224 -0.191 -0.31 0.78 0.74
S 2.590 0.857 -1.334 2.01 -0.02 -0.98
H -0.558 -2.040 0.237 -0.20 2.02 -0.04
H -1.998 0.324 0.532 3.07 -0.18 -0.77
```
Forces are in eV/Å.

For the calculated total energy, the calculation gives -16926.8054 eV. For the relative energy (zero: lowest compared OMol25 entry of this formula, charge and spin), the calculation gives 3.511 eV.

Charge distribution, Mulliken scheme, values in e: C 0.51; N -0.13; N -0.40; O -0.33; S -0.32; H 0.37; H 0.29